Molecular formula: C5H7CuMgO3
Method: DFT, the ωB97M-V functional and the def2-TZVPD basis

```
17
Properties=species:S:1:pos:R:3:forces:R:3:mulliken_charge:R:1
C -5.109 2.203 -0.233 -0.233 -0.803 -0.651 -0.579
C -6.091 1.600 -0.604 0.700 0.508 0.646 -0.130
H -4.149 2.645 -0.017 -0.773 0.063 0.056 0.326
H -7.013 1.085 -0.820 0.386 0.269 -0.026 0.399
H -1.927 0.941 -0.510 0.585 -0.669 0.250 0.407
O -1.826 -1.269 0.427 0.420 0.152 -0.146 -0.546
Mg 0.837 1.607 -0.861 0.237 -0.327 0.142 1.057
O -0.982 0.646 -0.400 -1.087 1.789 -0.695 -0.260
C -0.871 -0.580 0.114 -0.265 -2.067 0.813 0.963
O 0.336 -1.031 0.258 0.131 0.385 -0.137 -0.343
C 1.567 -0.206 -0.035 0.466 -0.087 0.309 -0.215
C 2.500 -1.098 -0.827 0.136 0.060 -0.354 -1.244
H 1.984 -0.061 0.973 -0.139 0.121 -0.286 0.303
H 2.703 -2.055 -0.320 -0.094 0.363 -0.091 0.333
H 3.459 -0.569 -0.935 -0.204 -0.211 0.030 0.374
H 2.123 -1.307 -1.837 0.124 -0.003 0.265 0.345
Cu -0.934 -3.171 1.089 -0.390 0.458 -0.126 0.810
```
Positions in Å, forces in eV/Å.

Output
- HOMO-LUMO gap (hartree) = 0.2134
- M (g/mol) = 202.96
- lowest unoccupied orbital energy (eV) = -9.62
- charge = +2
- HOMO energy (eV) = -15.43